Density functional theory data (ωB97M-V/def2-TZVPD) for the molecule C7H10FN3.

## Properties
**Calculated total energy**: -14605.596 eV
**Lowest unoccupied orbital energy**: 0.0255 Ha
**Maximum force**: 3.72 eV/Å
**SMILES**: CN1C[C@@H](N=C2CC2)N=C1F
**HOMO level**: -8.29 eV

Cartesian coordinates (Å):
C  2.6864  -0.6349  0.8014
N  1.7348  -0.0286  -0.1715
C  0.9486  -0.8478  -1.1298
C  -0.0692  0.1744  -1.6934
N  -1.4411  -0.0756  -1.2765
C  -1.9660  0.3185  -0.2523
C  -3.2631  0.4720  0.4407
C  -2.1094  1.3803  0.7126
N  0.5003  1.4739  -1.2896
C  1.3918  1.2310  -0.4334
F  2.1485  2.2642  0.0019
H  3.5279  0.0930  0.9711
H  1.9160  -0.7500  1.6089
H  2.9955  -1.6646  0.5186
H  0.5138  -1.6891  -0.5236
H  1.6775  -1.1559  -1.8944
H  -0.0185  0.2014  -2.8526
H  -3.9896  0.7371  -0.2881
H  -3.5075  -0.1912  1.2400
H  -1.7106  1.2535  1.7243
H  -2.0905  2.3922  0.2293

=====

Density functional theory data (ωB97M-V/def2-TZVPD) for a cluster of 2 separate species, C8H9F3NOS in total.

## Properties
**Calculated total energy**: -30958.337 eV
**Lowest unoccupied orbital energy**: -0.2438 Ha
**Maximum force**: 3.84 eV/Å
**Total charge**: +1
**HOMO level**: -13.70 eV

Cartesian coordinates (Å):
C  -1.8181  0.8830  -0.8645
C  -0.5842  0.5523  1.2331
C  -1.8510  -0.4690  -0.9876
C  -0.8454  -0.8084  1.1990
C  -1.2084  1.3558  0.3083
C  -1.3789  -1.3388  0.0145
C  -0.9630  2.8322  0.5617
C  3.2998  -0.2423  0.0495
N  -1.9415  -3.2120  -1.4654
O  4.5803  -0.6043  -0.0548
F  2.8698  0.5565  -0.8598
F  2.5259  -1.2994  0.0939
F  3.1845  0.3573  1.2262
S  -1.3635  -3.0809  -0.1059
H  -2.0596  1.5696  -1.6541
H  -0.0894  0.9502  2.1056
H  -2.1693  -0.8952  -1.8326
H  -0.3992  -1.4327  1.9902
H  -0.9882  2.9579  1.6011
H  -0.0930  3.0584  0.0587
H  -1.7715  3.4125  0.1947
H  4.9542  -0.9670  -0.8246
H  -1.8902  -4.1357  -1.9872